15
Properties=species:S:1:pos:R:3:lowdin_charge:R:1 method="wB97M-V/def2-TZVPD" de_lowest_kcal_mol=84.5 lumo_energy_ev="-0.240 / -0.240" homo_energy_ev="-8.322 / -8.322" multiplicity=1 fmax_ev_per_a=4.0 homo_lumo_gap_ev="8.1 / 8.1"
C -1.024 -1.104 -0.266 -0.2592
C -0.121 1.752 -0.499 -0.1170
C 0.441 0.432 -1.149 -0.3400
C 0.036 1.796 0.782 -0.3720
C 1.384 -0.186 -0.102 -0.8068
C -1.932 -1.569 0.537 0.0285
N -0.677 -0.523 -1.283 0.1258
O 3.069 -1.963 0.680 -0.5615
S 1.025 0.461 1.495 0.9517
S 2.500 -1.331 -0.480 0.9000
H -0.716 2.497 -0.963 0.1004
H 0.823 0.605 -2.109 0.1100
H -0.393 2.604 1.390 0.0891
H -2.584 -0.852 0.952 0.0492
H -1.832 -2.618 1.015 0.1017


15
Properties=species:S:1:pos:R:3:lowdin_charge:R:1 method="wB97M-V/def2-TZVPD" total_charge=+1 lumo_energy_ev=-7.786 homo_energy_ev=-14.922 multiplicity=1 fmax_ev_per_a=4.6 homo_lumo_gap_ev=7.1
O -0.895 0.259 -0.614 -0.0253
C -0.664 -1.002 -0.127 -0.1967
H 0.375 -1.387 -0.599 0.2044
H -1.481 -1.723 -0.326 0.1866
O 0.099 1.510 -2.256 0.1322
O -0.984 -0.329 -2.842 0.1980
C -0.709 0.518 -2.042 -0.5245
H 1.102 1.271 -2.028 0.1581
O 2.160 0.579 0.145 0.0471
C 2.647 0.128 -0.784 0.0912
C -0.401 1.105 2.801 0.3421
C -0.523 0.100 2.117 0.0021
C -0.335 -0.990 1.301 0.1157
H -0.280 1.922 3.498 0.1041
H -0.110 -1.961 1.757 0.1649